Entry 1:
This record from OMol25 describes a structure of composition C2H7N3S at a distorted geometry. The level of theory is ωB97M-V/def2-TZVPD.

Its max |F| is 0.09989 Eh/bohr. The frontier orbital gap is 8.349 eV. As for the spin multiplicity: 1. For the lowest unoccupied orbital energy, the calculation gives 0.332 eV. The value obtained for the calculated total energy is -17487.9026 eV.

Geometry as XYZ:
```
13
Properties=species:S:1:pos:R:3:mulliken_charge:R:1
C -1.44578 -1.03386 0.11997 -0.75
C 0.69404 -0.28581 -0.44306 0.00
H -1.88760 -0.58520 1.26005 0.23
H -2.30580 -1.48915 -0.78334 0.22
H -0.91306 -2.01908 0.31541 0.33
H -0.73824 1.94117 -0.79471 0.24
H -1.13648 1.81029 0.86877 0.26
H 0.93978 -1.34120 -0.61172 0.34
H 3.87519 1.00686 0.96565 0.15
N -0.66831 0.10563 -0.45321 0.30
N -1.19819 1.35411 -0.18217 -0.69
N 1.60016 0.63930 -0.10870 -0.42
S 3.18428 -0.10305 -0.15295 -0.20
```

=====

Entry 2:
This record from OMol25 describes an isolated molecule of C2H7N3S at a distorted geometry. The level of theory is ωB97M-V/def2-TZVPD.

Its max |F| is 0.08177 Eh/bohr. The SMILES is C[C@@H]1NNNS1. The frontier orbital gap is 9.570 eV. As for the spin multiplicity: 1. For the lowest unoccupied orbital energy, the calculation gives 0.727 eV. The value obtained for the calculated total energy is -17489.4441 eV.

Geometry as XYZ:
```
13
Properties=species:S:1:pos:R:3:mulliken_charge:R:1
C -0.40486 0.11898 0.69661 0.03
C -0.93753 1.09310 -0.28687 -1.02
N 1.18091 -0.07909 0.32315 -0.34
N 1.43970 -1.27805 0.84682 -0.29
N 0.42064 -2.26493 0.35224 -0.37
S -1.03706 -1.60802 1.04700 -0.04
H -0.41744 0.59784 1.71855 0.36
H -1.96657 1.50865 0.19555 0.29
H -1.04498 0.46052 -1.17741 0.27
H -0.19706 1.83662 -0.43679 0.34
H 1.26390 -0.18114 -0.78506 0.24
H 2.39458 -1.62816 0.54711 0.28
H 0.23466 -2.20240 -0.71458 0.27
```

=====

no.,HOMO (eV)
1,-8.02
2,-8.84